[1]
Below is a molecular structure, C6H9N, with properties calculated with ωB97M-V with the def2-TZVPD basis set.

Calculated values
frontier orbital gap: 0.3339 hartree
DFT total energy: -288.56121 Ha
energy relative to the best compared isomer or geometry (same formula, charge and spin): 579.80 kJ/mol

Element x y z (Å)
C 1.57 -0.61 0.85
C 0.41 -0.23 -0.03
C 0.34 1.05 -1.29
C -0.29 1.10 0.05
C -1.67 0.39 0.18
N -1.92 -0.45 -0.96
C -0.99 -0.92 0.05
H 1.25 -0.64 1.90
H 2.38 0.12 0.76
H 1.97 -1.60 0.59
H 1.35 1.48 -1.19
H 0.66 -0.25 -1.25
H 0.05 1.82 0.80
H -2.49 0.70 0.82
H -1.45 -0.08 -1.79
H -1.16 -1.89 0.52


[2]
Below is C3H5ClN4 in the gas phase at a distorted geometry, with properties calculated with ωB97M-V with the def2-TZVPD basis set.

Calculated values
frontier orbital gap (spin up / spin down): 0.2717 / 0.2866 hartree
2S+1: 3
DFT total energy: -796.25902 Ha
energy relative to the best compared isomer or geometry (same formula, charge and spin): 0.00 kJ/mol

Element x y z (Å)
C 1.40 -1.05 -0.21
C 0.12 -1.47 -0.24
C 1.94 0.24 -0.22
N -0.99 -0.83 0.19
N -0.27 0.98 -0.98
N -0.99 0.48 -0.08
N -1.82 1.22 0.66
Cl 3.49 0.46 0.40
H 2.06 -1.94 -0.10
H 0.10 -2.54 0.10
H -0.29 2.05 -0.95
H -2.35 0.59 1.27
H -2.41 1.81 0.17


[3]
Below is C11H15NO4S in the gas phase at a distorted geometry, with properties calculated with ωB97M-V with the def2-TZVPD basis set.

Calculated values
frontier orbital gap: 0.3674 hartree
DFT total energy: -1182.07794 Ha
energy relative to the best compared isomer or geometry (same formula, charge and spin): 39.05 kJ/mol
SMILES: Cc1cc(C)c(S(=O)(=O)NCC(=O)O)cc1C

Element x y z (Å)
C -4.26 -0.29 -0.30
C -2.79 -0.05 -0.15
C -2.30 1.24 -0.14
C -0.94 1.52 -0.01
C -0.41 2.91 0.03
C -0.08 0.43 0.10
S 1.66 0.74 0.28
O 2.15 1.53 -0.83
O 1.96 1.23 1.59
N 2.36 -0.79 0.14
C 3.69 -0.91 0.72
C 4.85 -0.49 -0.20
O 5.91 -1.05 -0.14
O 4.62 0.50 -1.05
C -0.55 -0.87 0.11
C -1.91 -1.13 -0.02
C -2.41 -2.54 -0.02
H -4.80 0.64 -0.40
H -4.65 -0.83 0.57
H -4.46 -0.90 -1.18
H -2.99 2.07 -0.23
H 0.21 3.10 -0.84
H 0.21 3.05 0.91
H -1.23 3.64 0.04
H 2.33 -1.11 -0.82
H 3.69 -0.26 1.60
H 3.86 -1.94 1.04
H 3.74 0.94 -0.99
H 0.15 -1.68 0.22
H -2.93 -2.77 -0.95
H -1.59 -3.24 0.10
H -3.11 -2.69 0.80